[1]
93
Properties=species:S:1:pos:R:3 method="wB97M-V/def2-TZVPD" lumo_ev=1.500 e_tot_ev=-560009.2250 charge=-1 gap_ev=6.94
C 3.91 -3.10 5.04
C 3.12 -2.57 3.88
C 4.01 -1.88 2.91
O 3.27 -1.47 1.78
C 3.80 -0.56 0.94
O 3.31 -0.42 -0.25
C 4.89 0.31 1.46
S 4.25 1.89 2.10
Ga 3.21 1.60 4.15
O 1.45 2.31 4.02
B 0.52 1.40 4.38
O -0.01 0.48 3.45
O 0.02 1.38 5.70
O 2.43 -3.62 3.20
C 1.17 -3.87 3.61
O 0.84 -4.14 4.81
C 0.23 -3.83 2.46
S 0.30 -2.18 1.73
H 4.58 -3.87 4.69
H 4.49 -2.30 5.47
H 3.24 -3.50 5.77
H 2.42 -1.83 4.25
H 4.39 -1.03 3.44
H 4.82 -2.52 2.62
H 5.46 0.57 0.59
H 5.55 -0.16 2.16
H 3.99 2.42 5.26
H 3.00 0.07 4.57
H -0.46 -0.24 3.87
H -0.60 0.67 5.84
H -0.77 -4.03 2.82
H 0.51 -4.56 1.72
H -0.97 -1.81 1.87
C -4.04 -0.78 1.30
Cl -2.84 -0.36 2.52
Cl -3.35 -1.89 0.12
Cl -5.50 -1.44 2.05
H -4.30 0.13 0.78
C -0.37 -1.21 -3.01
Cl -0.49 -1.33 -4.77
Cl -1.14 0.27 -2.44
Cl -1.05 -2.63 -2.24
H 0.68 -1.16 -2.75
C 3.91 0.65 -3.41
Cl 3.17 0.42 -4.99
Cl 5.30 -0.42 -3.19
Cl 4.38 2.33 -3.16
H 3.19 0.39 -2.65
C -4.96 3.76 1.76
Cl -3.68 4.21 2.88
Cl -4.37 2.57 0.59
Cl -6.38 3.14 2.61
H -5.26 4.64 1.21
C 6.21 1.20 -8.18
Cl 5.42 2.78 -8.24
Cl 6.23 0.56 -6.54
Cl 5.44 0.07 -9.29
H 7.23 1.33 -8.51
C 3.30 -3.74 9.18
Cl 4.07 -4.81 8.01
Cl 3.59 -4.30 10.83
Cl 3.81 -2.07 8.96
H 2.24 -3.77 8.97
C -3.27 5.29 -2.76
Cl -3.54 5.46 -1.03
Cl -3.51 3.61 -3.25
Cl -4.34 6.35 -3.68
H -2.25 5.56 -2.97
C -7.64 7.89 -6.01
Cl -6.34 8.49 -4.97
Cl -7.11 6.48 -6.92
Cl -9.08 7.53 -5.06
H -7.89 8.67 -6.71
C -0.81 -5.61 6.76
Cl -2.37 -4.85 7.07
Cl 0.47 -4.82 7.69
Cl -0.86 -7.34 7.10
H -0.57 -5.47 5.72
C -3.51 -6.06 -3.59
Cl -4.88 -6.51 -4.61
Cl -2.53 -4.81 -4.35
Cl -4.07 -5.52 -2.00
H -2.90 -6.93 -3.45
C -4.76 2.66 -7.38
Cl -4.35 1.60 -6.03
Cl -6.50 2.60 -7.71
Cl -4.24 4.31 -7.08
H -4.24 2.29 -8.25
C 0.13 4.28 -7.02
Cl -1.09 4.11 -5.76
Cl 1.10 2.82 -7.15
Cl -0.63 4.66 -8.57
H 0.78 5.10 -6.76

=====

[2]
54
Properties=species:S:1:pos:R:3 method="wB97M-V/def2-TZVPD" multiplicity=2 e_above_lowest_kcal_mol=0.00 lumo_ev="-6.895 / -8.002" e_tot_ev=-43315.9737 s_squared=0.756 charge=+2 gap_ev="8.96 / 7.60"
Tc 1.23 -0.90 0.10
C 1.07 -4.36 -0.44
C 1.13 -3.18 0.48
C -0.06 -2.47 0.80
C -0.08 -1.46 1.80
C 1.14 -1.05 2.38
C 2.35 -1.58 1.89
C 2.35 -2.66 0.96
H 2.06 -4.70 -0.75
H 0.45 -4.16 -1.32
H 0.59 -5.17 0.11
H -0.99 -2.77 0.34
H -1.00 -0.96 2.07
H 1.16 -0.22 3.07
H 3.28 -1.18 2.25
H 3.30 -3.08 0.65
O -1.54 1.08 -2.39
C -0.67 0.40 -1.95
O -0.12 0.56 -0.73
C 0.05 -0.69 -2.69
C -0.27 -0.97 -3.99
C 0.52 -1.88 -4.69
C 1.61 -2.44 -4.06
C 1.86 -2.12 -2.73
N 1.09 -1.27 -2.04
H -1.12 -0.47 -4.44
H 0.29 -2.13 -5.72
H 2.26 -3.13 -4.57
H 2.70 -2.55 -2.20
F 1.27 1.51 0.70
B -0.11 1.70 0.28
F -0.99 1.46 1.28
C -0.38 4.71 2.09
C 0.43 4.65 0.79
P -0.28 3.54 -0.45
C -2.01 4.00 -0.71
C -2.25 5.46 -1.09
C 0.69 3.67 -1.98
C 1.15 5.08 -2.37
H 0.14 5.34 2.81
H -0.50 3.72 2.54
H -1.37 5.13 1.93
H 1.45 4.31 0.97
H 0.50 5.64 0.34
H -2.52 3.74 0.22
H -2.41 3.32 -1.47
H -1.76 6.15 -0.40
H -3.32 5.67 -1.06
H -1.90 5.68 -2.10
H 0.08 3.22 -2.77
H 1.56 3.02 -1.84
H 0.31 5.76 -2.50
H 1.69 5.04 -3.31
H 1.82 5.50 -1.63

=====

[3]
51
Properties=species:S:1:pos:R:3 method="wB97M-V/def2-TZVPD" e_above_lowest_kcal_mol=0.00 lumo_ev=-2.847 e_tot_ev=-42395.3208 charge=+1 gap_ev=8.84
Bi 0.79 -0.10 1.34
C 5.33 -0.80 0.69
C 5.69 0.23 -0.17
C 4.76 1.18 -0.47
C 3.48 1.11 0.06
N 3.13 0.10 0.88
C 4.04 -0.85 1.17
C 2.45 2.18 -0.12
C 2.76 3.41 -0.68
C 1.74 4.36 -0.81
C 0.46 4.09 -0.37
C 0.18 2.85 0.20
C 1.16 1.88 0.32
H 6.07 -1.49 1.07
H 6.72 0.33 -0.51
H 5.04 1.99 -1.14
H 3.71 -1.63 1.83
H 3.75 3.66 -1.07
H 1.95 5.30 -1.26
H -0.33 4.84 -0.49
H -0.80 2.62 0.55
C -5.23 -0.98 0.16
C -3.70 -1.00 0.21
S -2.95 0.05 1.50
O -1.54 0.24 0.97
C -3.75 1.65 1.10
C -3.79 2.05 -0.36
H -5.55 -1.77 -0.49
H -5.61 -0.05 -0.26
H -5.69 -1.09 1.14
H -3.34 -0.64 -0.76
H -3.32 -2.01 0.34
H -3.20 2.32 1.73
H -4.74 1.60 1.59
H -2.89 1.81 -0.93
H -3.98 3.11 -0.47
H -4.65 1.57 -0.86
C 1.35 -3.56 -0.98
C 0.30 -2.66 -0.35
C -0.94 -2.55 -1.29
C -0.13 -3.17 1.04
O 0.85 -1.34 -0.27
H 0.95 -4.58 -1.06
H 2.24 -3.65 -0.31
H 1.65 -3.19 -1.97
H -1.56 -3.44 -1.24
H -0.67 -2.43 -2.32
H -1.49 -1.64 -1.03
H -0.63 -4.13 0.96
H -0.83 -2.55 1.57
H 0.79 -3.25 1.64

=====

[4]
67
Properties=species:S:1:pos:R:3 method="wB97M-V/def2-TZVPD" e_above_lowest_kcal_mol=0.00 lumo_ev=-0.379 e_tot_ev=-173767.5657 charge=0 gap_ev=7.22
Ni 1.03 1.09 0.84
C 3.20 3.80 0.96
P 1.65 3.14 0.31
C 1.65 3.54 -1.45
C 0.34 4.23 1.00
C -1.00 3.60 0.65
P -0.95 1.82 1.07
C -2.30 1.12 0.08
C -1.49 1.72 2.80
H 3.26 4.87 0.77
H 4.03 3.28 0.48
H 3.25 3.60 2.04
H 1.81 4.60 -1.61
H 0.71 3.24 -1.90
H 2.45 2.98 -1.95
H 0.44 5.24 0.62
H 0.48 4.26 2.09
H -1.17 3.66 -0.43
H -1.85 4.09 1.14
H -3.24 1.63 0.30
H -2.41 0.06 0.27
H -2.04 1.25 -0.97
H -2.46 2.20 2.93
H -0.74 2.21 3.42
H -1.54 0.67 3.09
C -6.63 -3.73 -0.92
C -5.18 -3.34 -0.79
C -4.27 -3.57 -1.81
C -2.93 -3.23 -1.70
C -2.02 -3.50 -2.87
C -2.46 -2.64 -0.51
Te -0.38 -2.11 -0.63
C -3.36 -2.39 0.53
C -3.01 -1.76 1.86
C -4.70 -2.75 0.37
H -6.85 -4.06 -1.94
H -7.28 -2.90 -0.68
H -6.87 -4.55 -0.25
H -4.61 -4.03 -2.74
H -2.58 -3.93 -3.70
H -1.23 -4.21 -2.60
H -1.54 -2.59 -3.22
H -2.04 -1.28 1.85
H -2.99 -2.51 2.64
H -3.77 -1.02 2.13
H -5.39 -2.55 1.18
Cl 0.70 -2.29 3.99
C 0.52 -2.81 2.31
Cl 2.04 -3.54 1.75
Cl -0.74 -4.05 2.22
C 0.24 -1.60 1.38
N 0.57 -0.46 1.70
F 4.33 -2.32 -0.49
C 4.68 -1.32 0.30
F 5.94 -0.99 0.05
F 4.59 -1.70 1.56
S 3.57 0.16 0.03
O 2.37 -0.33 -0.62
O 3.33 0.71 1.36
N 4.38 1.21 -0.79
S 4.73 0.99 -2.33
O 3.95 1.85 -3.17
O 4.91 -0.39 -2.69
C 6.41 1.76 -2.32
F 7.24 1.10 -1.52
F 6.32 3.02 -1.90
F 6.90 1.76 -3.56

=====

[5]
50
Properties=species:S:1:pos:R:3 method="wB97M-V/def2-TZVPD" multiplicity=5 e_above_lowest_kcal_mol=0.00 lumo_ev="-6.278 / -10.225" e_tot_ev=-38205.0617 s_squared=6.061 charge=+2 gap_ev="5.87 / 4.06"
C -1.85 -4.93 -1.88
C -3.08 -4.48 -2.57
C -0.69 -5.30 -2.72
C -2.01 -5.62 -0.59
Cl -0.75 -2.68 -1.11
H -0.92 -6.29 -3.17
H 0.23 -5.36 -2.13
H -0.52 -4.56 -3.51
H -3.56 -5.38 -3.01
H -2.86 -3.75 -3.36
H -3.78 -3.99 -1.87
H -2.37 -6.65 -0.81
H -2.73 -5.11 0.07
H -1.06 -5.68 -0.04
C 0.13 2.21 -1.06
C 1.23 1.34 -1.33
C 0.77 0.21 -2.11
H 2.27 1.56 -1.10
C -0.69 0.35 -2.21
C -1.04 1.63 -1.63
H -2.01 2.11 -1.72
H 0.20 3.18 -0.56
H 1.38 -0.48 -2.66
H -1.33 -0.32 -2.76
C 0.41 -0.17 2.08
C 1.46 0.51 1.38
C 2.20 -0.46 0.60
H 1.63 1.58 1.43
C 1.58 -1.75 0.80
C 0.48 -1.56 1.72
H -0.14 -2.35 2.11
H -0.30 0.30 2.75
H 3.09 -0.27 0.03
H 1.88 -2.70 0.35
Ru 0.20 -0.46 -0.28
C -3.29 5.18 1.43
C -2.28 4.26 1.94
C -1.50 4.35 3.10
C -0.69 3.20 3.11
N -0.93 2.45 2.02
N -1.90 3.10 1.35
C 0.30 2.86 4.16
H -4.19 5.14 2.05
H -2.91 6.21 1.50
H -3.57 4.99 0.40
H -1.55 5.12 3.84
H -2.25 2.70 0.49
H 0.79 3.77 4.53
H -0.21 2.39 5.02
H 1.06 2.17 3.79

=====

[6]
55
Properties=species:S:1:pos:R:3 method="wB97M-V/def2-TZVPD" e_above_lowest_kcal_mol=5.60 lumo_ev=0.148 e_tot_ev=-45701.0397 charge=0 smiles="Cc1ccn([C@H](C)C(=O)N[C@H](CNC(=O)c2nc(C)ncc2Cl)CC(C)C)n1" gap_ev=9.36
C -2.24 -2.21 -3.65
C -2.50 -1.13 -2.66
C -3.55 -1.02 -1.73
C -3.31 0.16 -1.07
N -2.19 0.69 -1.60
C -1.51 1.90 -1.17
C -1.19 2.81 -2.35
C -0.23 1.65 -0.36
O 0.10 2.48 0.48
N 0.45 0.54 -0.71
C 1.70 -0.03 -0.19
C 2.33 0.78 0.94
N 1.54 0.79 2.14
C 1.51 -0.28 2.96
O 2.21 -1.27 2.82
C 0.51 -0.15 4.08
N -0.47 0.73 3.89
C -1.41 0.87 4.81
C -2.50 1.87 4.57
N -1.46 0.18 5.96
C -0.48 -0.68 6.16
C 0.55 -0.90 5.25
Cl 1.78 -2.03 5.67
C 2.70 -0.20 -1.34
C 2.18 -0.96 -2.56
C 1.62 -2.33 -2.19
C 3.30 -1.10 -3.58
N -1.68 -0.08 -2.57
H -3.00 -2.98 -3.59
H -2.23 -1.82 -4.67
H -1.27 -2.68 -3.47
H -4.37 -1.70 -1.58
H -3.84 0.66 -0.27
H -2.18 2.41 -0.48
H -0.69 3.71 -1.99
H -0.54 2.30 -3.06
H -2.11 3.10 -2.87
H 0.02 0.00 -1.45
H 1.46 -1.01 0.22
H 3.29 0.31 1.16
H 2.51 1.81 0.63
H 0.81 1.49 2.22
H -3.47 1.37 4.59
H -2.51 2.61 5.36
H -2.36 2.36 3.61
H -0.50 -1.24 7.09
H 3.04 0.79 -1.65
H 3.57 -0.73 -0.94
H 1.38 -0.38 -3.03
H 2.36 -2.92 -1.64
H 0.73 -2.26 -1.56
H 1.35 -2.89 -3.08
H 4.12 -1.71 -3.18
H 2.95 -1.58 -4.49
H 3.71 -0.13 -3.86

=====

[7]
56
Properties=species:S:1:pos:R:3 method="wB97M-V/def2-TZVPD" lumo_ev=0.490 e_tot_ev=-50185.4331 charge=0 smiles="[H]/N=C(/C)C[C@@]1(CCF)OS(=O)(=O)O[C@H]1CCCC(=O)OCC.Fc1ccccc1" gap_ev=9.55
H -1.87 -1.91 1.16
N -1.67 -2.22 2.11
C -0.40 -2.29 2.27
C 0.11 -2.81 3.58
C 0.60 -1.92 1.20
C 0.71 -0.42 0.94
C 1.44 0.26 2.12
C 0.87 1.58 2.62
F -0.42 1.41 3.08
O 1.66 -0.33 -0.19
S 1.39 0.97 -1.08
O 1.05 0.57 -2.40
O 2.49 1.87 -0.93
O 0.14 1.48 -0.26
C -0.50 0.31 0.37
C -1.35 -0.42 -0.70
C -2.85 -0.49 -0.36
C -3.74 0.20 -1.41
C -4.95 0.79 -0.71
O -4.84 1.65 0.16
O -6.12 0.28 -1.11
C -7.24 0.64 -0.31
C -8.49 0.03 -0.90
H 0.74 -2.09 4.10
H 0.67 -3.72 3.39
H -0.74 -3.08 4.19
H 1.59 -2.23 1.54
H 0.43 -2.44 0.27
H 2.46 0.46 1.81
H 1.50 -0.40 2.98
H 0.91 2.35 1.86
H 1.48 1.93 3.45
H -1.18 0.70 1.12
H -0.95 -1.41 -0.88
H -1.24 0.10 -1.64
H -3.05 -0.10 0.63
H -3.14 -1.53 -0.33
H -3.23 0.99 -1.95
H -4.11 -0.55 -2.10
H -7.36 1.72 -0.26
H -7.11 0.27 0.70
H -8.68 0.40 -1.90
H -9.32 0.29 -0.26
H -8.43 -1.06 -0.94
F 8.73 2.76 -2.62
C 7.81 1.80 -2.35
C 6.55 2.19 -1.93
C 5.61 1.21 -1.65
C 5.94 -0.13 -1.80
C 7.21 -0.50 -2.22
C 8.16 0.48 -2.50
H 6.32 3.24 -1.81
H 4.62 1.49 -1.33
H 5.20 -0.89 -1.58
H 7.47 -1.54 -2.33
H 9.15 0.22 -2.84

=====

[8]
53
Properties=species:S:1:pos:R:3 method="wB97M-V/def2-TZVPD" lumo_ev=-1.690 e_tot_ev=-44148.3161 charge=0 smiles=COCCCCCCCCCCCc1ccc2nsnc2c1C(F)(F)F gap_ev=7.40
C -1.17 0.97 -4.23
O 0.28 1.03 -4.03
C 0.49 1.08 -2.58
C 2.06 1.26 -2.22
C 2.31 0.85 -0.68
C 2.08 2.09 0.36
C 1.53 1.43 1.72
C 0.64 2.41 2.64
C -0.60 3.10 1.90
C -1.34 2.19 0.81
C -2.35 1.09 1.45
C -2.38 -0.23 0.52
C -2.42 -1.62 1.37
C -0.94 -2.27 1.18
C 0.05 -2.27 2.42
C 1.48 -2.83 2.31
C 2.01 -3.41 0.94
N 3.33 -3.92 0.67
S 3.31 -4.44 -0.98
N 1.70 -4.00 -1.37
C 0.98 -3.43 -0.26
C -0.51 -2.87 -0.21
C -1.47 -2.94 -1.48
F -1.78 -1.68 -2.06
F -0.92 -3.74 -2.54
F -2.70 -3.57 -1.10
H -1.75 1.50 -3.39
H -1.48 1.46 -5.22
H -1.51 -0.12 -4.28
H -0.08 1.95 -2.09
H 0.11 0.06 -2.19
H 2.49 2.27 -2.53
H 2.60 0.46 -2.86
H 3.35 0.41 -0.49
H 1.56 0.00 -0.45
H 1.30 2.80 -0.11
H 3.07 2.66 0.48
H 2.47 1.15 2.35
H 0.95 0.46 1.57
H 1.30 3.23 3.09
H 0.23 1.76 3.51
H -0.24 4.07 1.40
H -1.35 3.41 2.73
H -0.61 1.74 0.05
H -2.02 2.91 0.19
H -3.40 1.56 1.40
H -2.07 0.85 2.54
H -3.25 -0.26 -0.23
H -1.42 -0.23 -0.12
H -2.64 -1.39 2.47
H -3.22 -2.34 0.97
H -0.28 -1.86 3.43
H 2.19 -2.79 3.22